# 1
# C33H80O21S3

A cluster of 7 separate species, C33H80O21S3 in total in a non-equilibrium geometry (ωB97M-V with the def2-TZVPD basis set, the Open Molecules 2025 dataset).

Geometry as XYZ:
```
137
Properties=species:S:1:pos:R:3:forces:R:3:mulliken_charge:R:1
C 12.458370 -26.202630 -14.883010 0.898 0.103 0.833 -1.090
C 11.474150 -25.513420 -13.969820 0.680 0.787 -0.017 -0.186
O 11.376770 -26.288490 -12.751610 -1.158 0.096 1.274 -0.318
S 9.938910 -26.418080 -11.939230 -0.126 -2.649 -0.523 1.093
C 9.252150 -27.569490 -13.292990 0.064 0.479 0.789 -0.876
O 10.167180 -27.165340 -10.684530 -0.010 1.764 -2.934 -0.567
O 9.179440 -25.193460 -11.923230 0.903 -0.606 -0.106 -0.566
H 12.854450 -25.524410 -15.638820 -0.913 -0.138 -0.655 0.372
H 12.005170 -27.142490 -15.198240 0.398 0.137 -0.571 0.258
H 13.407420 -26.390620 -14.380970 -0.198 -0.507 0.551 0.296
H 11.826780 -24.534950 -13.643740 -0.069 0.096 -0.251 0.349
H 10.574730 -25.376730 -14.570200 -0.561 -0.152 0.723 0.280
H 10.091120 -28.129490 -13.706040 0.023 0.134 0.292 0.264
H 8.820350 -26.946950 -14.076630 0.032 0.130 0.205 0.314
H 8.500830 -28.281060 -12.950500 0.036 0.327 0.391 0.378
C 16.870830 -8.950860 -13.995640 -0.476 0.450 1.059 -1.243
C 17.262730 -9.325780 -15.402620 0.315 -0.413 -0.032 -0.101
O 18.684280 -9.570620 -15.330600 2.250 0.300 -1.695 -0.269
S 19.664470 -9.672010 -16.726440 -0.021 0.055 0.438 1.087
C 21.219140 -10.120460 -15.869680 -0.892 0.772 0.166 -0.866
O 19.270580 -10.896660 -17.409550 -0.057 1.730 0.087 -0.591
O 19.830990 -8.365110 -17.424280 -0.849 -3.121 1.764 -0.590
H 15.814410 -8.744150 -13.824270 -0.206 0.201 -0.759 0.383
H 17.404380 -8.068080 -13.643320 0.102 0.073 -0.250 0.310
H 17.020550 -9.698620 -13.216850 0.577 -0.491 -0.455 0.322
H 16.809450 -10.262560 -15.726800 -0.256 0.139 -0.098 0.271
H 17.084760 -8.533490 -16.129730 -0.217 0.038 0.098 0.315
H 21.500540 -9.231590 -15.305050 0.237 -0.161 -0.043 0.317
H 21.967760 -10.407140 -16.608250 -0.271 0.274 -0.152 0.359
H 21.034750 -10.962660 -15.202740 -0.244 0.152 -0.130 0.294
C 13.359800 -17.344600 -10.253940 0.646 0.335 0.201 -1.239
C 12.555460 -17.325520 -11.580240 0.028 0.332 1.134 -0.041
O 12.959760 -16.212970 -12.380960 -0.158 1.232 -1.688 -0.354
S 12.238670 -15.868300 -13.883210 -0.068 -0.495 1.772 1.124
C 13.710940 -16.341530 -14.886500 -1.942 0.190 0.278 -0.825
O 11.048830 -16.706370 -14.014250 1.941 0.748 -0.104 -0.604
O 12.086090 -14.436400 -13.993020 0.371 -1.246 0.312 -0.585
H 13.042940 -18.090020 -9.524530 -0.471 -0.364 -0.489 0.372
H 13.358740 -16.436540 -9.651010 -0.575 0.462 -0.494 0.341
H 14.431310 -17.515850 -10.357090 0.035 -0.226 -0.618 0.291
H 12.750440 -18.244750 -12.132600 -0.445 -0.103 0.085 0.280
H 11.512510 -17.129060 -11.331740 -0.129 -0.736 -0.153 0.283
H 13.625910 -15.662700 -15.735070 0.459 -0.083 0.035 0.356
H 13.520690 -17.366940 -15.203410 0.401 0.007 0.128 0.305
H 14.561000 -16.189240 -14.221440 -0.077 -0.048 -0.397 0.297
C 15.867430 -4.944620 -22.240310 -0.637 -0.878 -0.265 -0.648
O 14.782270 -5.832860 -22.509430 -0.410 -0.530 -0.275 -0.334
C 15.234570 -7.168510 -22.792990 0.885 1.259 -1.055 -0.324
C 14.202740 -8.041110 -23.429420 -2.538 -0.102 1.665 -0.813
O 13.553610 -8.885650 -22.450270 1.110 -0.261 -0.135 -0.352
C 14.142300 -10.189240 -22.444600 -1.571 -0.085 -1.045 -0.687
C 13.147810 -11.098690 -23.250850 -0.085 -0.855 1.411 -0.398
O 12.140500 -11.737720 -22.445860 0.763 -0.248 -0.014 -0.390
C 11.374600 -10.914620 -21.609870 -0.285 0.513 -0.309 -0.604
H 16.234920 -5.196020 -21.245400 0.509 0.313 -0.003 0.259
H 15.519980 -3.912810 -22.292710 -0.198 -0.174 0.162 0.243
H 16.605110 -5.090800 -23.029340 0.460 0.105 0.199 0.301
H 15.739020 -7.589140 -21.923110 -0.157 -0.308 0.068 0.329
H 15.943150 -7.110580 -23.619220 0.871 0.448 0.150 0.314
H 14.546000 -8.628070 -24.281340 0.267 0.017 0.109 0.491
H 13.347970 -7.442640 -23.744540 0.364 0.474 -0.467 0.356
H 14.292640 -10.527780 -21.419470 -0.199 -0.144 -0.024 0.410
H 15.111160 -10.168210 -22.943580 0.114 -0.104 0.010 0.481
H 13.652520 -11.959660 -23.689140 0.188 0.153 -0.171 0.283
H 12.594640 -10.558750 -24.019340 0.471 0.501 -0.174 0.330
H 11.067600 -10.005620 -22.127130 -0.215 0.111 -0.215 0.273
H 11.898750 -10.556950 -20.723610 0.192 -0.264 0.219 0.220
H 10.487860 -11.487490 -21.338550 0.106 0.055 0.166 0.261
C 17.825370 -20.989610 2.262100 -0.399 -0.032 -0.118 -0.751
O 17.007420 -20.655280 1.171580 0.337 0.793 -1.417 -0.309
C 16.196200 -19.485140 1.320570 -1.008 -0.812 0.180 -0.609
C 15.575920 -18.935290 -0.003550 0.715 -1.105 0.068 -0.483
O 14.481020 -19.700940 -0.515230 -0.282 -1.068 0.485 -0.401
C 14.596000 -21.141510 -0.437870 0.497 -1.022 0.207 -0.198
C 13.382560 -21.901180 -1.060010 0.994 1.720 -0.204 -0.634
O 13.770910 -22.357080 -2.340200 0.189 -0.779 0.243 -0.303
C 12.794540 -22.479090 -3.337480 -0.808 1.244 -0.155 -0.764
H 18.583910 -20.246650 2.508550 0.146 0.269 -0.251 0.279
H 18.304350 -21.918330 1.952000 0.043 0.014 0.399 0.239
H 17.215530 -21.114690 3.156830 -0.033 -0.333 0.244 0.329
H 16.731050 -18.744860 1.915580 -0.037 0.333 -0.216 0.515
H 15.353020 -19.883370 1.884980 -0.391 0.642 0.545 0.367
H 16.375840 -18.885260 -0.742270 0.168 -0.134 -0.263 0.268
H 15.166700 -17.927890 0.072580 0.148 -0.049 0.531 0.346
H 14.750520 -21.554810 0.558830 -0.490 0.729 0.664 0.230
H 15.545840 -21.473900 -0.856690 -0.072 0.099 -0.837 0.343
H 12.646490 -21.097280 -1.067120 -0.628 -0.072 -0.541 0.300
H 12.979040 -22.713420 -0.455400 0.312 -0.098 0.184 0.353
H 11.835010 -22.957620 -3.141510 0.235 -0.932 0.844 0.325
H 13.219620 -22.937860 -4.230200 0.163 0.216 0.179 0.242
H 12.424490 -21.469470 -3.515860 0.202 0.380 -0.771 0.315
C 10.204220 -6.703710 -7.892640 0.347 -0.511 0.726 -0.777
O 10.158310 -7.659810 -6.817160 -0.189 -0.059 -0.503 -0.349
C 10.187170 -9.020600 -7.233690 0.915 -0.342 -0.363 -0.519
C 11.603340 -9.472840 -7.543050 0.228 0.665 -0.239 -0.487
O 12.451050 -9.662580 -6.443930 0.312 0.105 0.918 -0.408
C 12.859350 -8.588140 -5.581400 0.713 0.004 -0.496 -0.431
C 13.669390 -7.520870 -6.365660 -0.916 -0.314 -0.567 -0.342
O 14.719520 -8.132770 -7.095570 1.039 -0.289 1.457 -0.367
C 15.756160 -8.609310 -6.183810 0.249 -0.197 -1.087 -0.761
H 11.024070 -6.854460 -8.594930 0.427 -0.180 0.198 0.338
H 10.369040 -5.765140 -7.363460 -0.325 0.150 -0.434 0.255
H 9.323170 -6.725810 -8.534010 -0.466 0.129 0.386 0.314
H 9.654610 -9.144920 -8.176570 -0.546 -0.067 0.020 0.368
H 9.814150 -9.697970 -6.465490 -0.493 0.472 0.184 0.359
H 11.976590 -8.729600 -8.247590 0.560 0.109 -0.111 0.295
H 11.654240 -10.428080 -8.065580 -0.411 -0.045 -0.008 0.380
H 13.552680 -9.070310 -4.892270 -0.071 -0.120 0.071 0.400
H 12.039650 -8.207780 -4.971880 -0.131 0.346 -0.314 0.313
H 14.064140 -6.652290 -5.838550 -0.019 -0.273 0.895 0.417
H 12.999340 -7.043950 -7.080990 -0.016 -0.236 -0.387 0.109
H 15.638890 -9.632600 -5.827120 -0.736 -0.080 -0.022 0.280
H 15.946790 -7.984680 -5.311110 -0.391 0.401 -0.075 0.339
H 16.691320 -8.667480 -6.740760 -0.077 0.330 -0.255 0.273
C 19.463770 -19.577880 -14.165370 0.528 0.100 0.783 -0.719
O 19.095050 -18.479770 -13.341420 0.472 0.824 0.418 -0.270
C 19.896350 -18.222730 -12.150630 -0.385 0.149 -0.743 -0.478
C 19.750930 -16.764090 -11.734530 -0.191 -0.559 0.883 -0.477
O 20.588910 -16.554500 -10.548040 -0.407 0.787 -1.078 -0.283
C 20.707370 -15.125200 -10.328250 0.179 -0.291 -0.802 -0.361
C 21.666910 -14.664510 -9.266290 -0.251 -1.467 1.246 -0.714
O 21.150340 -14.779800 -7.914570 0.470 0.362 -0.775 -0.399
C 20.804090 -16.107740 -7.517530 -0.225 0.289 -0.036 -0.577
H 19.493530 -20.481920 -13.557150 -0.253 -0.330 -0.139 0.298
H 20.459920 -19.476980 -14.596190 0.241 0.306 0.009 0.297
H 18.772560 -19.665680 -15.003590 -0.224 0.085 0.348 0.237
H 20.971940 -18.253230 -12.324650 0.114 -0.953 -0.250 0.307
H 19.557840 -18.888900 -11.357080 0.314 -0.139 0.067 0.306
H 18.713610 -16.538120 -11.487540 -0.110 0.189 0.044 0.333
H 20.041610 -16.179890 -12.607640 0.267 0.429 0.210 0.285
H 19.708400 -14.712180 -10.188390 -0.056 0.189 0.105 0.327
H 21.162940 -14.692650 -11.219010 -0.329 0.072 -0.548 0.387
H 22.030270 -13.664890 -9.504690 -0.820 0.425 0.548 0.394
H 22.603480 -15.212700 -9.368400 0.082 -0.678 0.164 0.366
H 20.708950 -16.141650 -6.432220 0.557 0.239 0.059 0.240
H 21.530390 -16.834090 -7.882220 0.041 -0.074 0.091 0.282
H 19.804490 -16.402030 -7.837370 -0.028 0.051 -0.604 0.219
```
Forces are in eV/Å.

Results
HOMO = -9.182 eV
LUMO level = 0.235 eV
Largest force on an atom = 3.68 eV/A
Gap between HOMO and LUMO = 9.42 eV
Energy relative to the best compared isomer or geometry (same formula, charge and spin) = 132.4 kcal/mol
SMILES = CCOS(C)(=O)=O.CCOS(C)(=O)=O.CCOS(C)(=O)=O.COCCOCCOC.COCCOCCOC.COCCOCCOC.COCCOCCOC
Charge = 0

=====

# 2
# C24H18AsF7N2O7PPdS

A structure of composition C24H18AsF7N2O7PPdS in a non-equilibrium geometry (ωB97M-V with the def2-TZVPD basis set, the Open Molecules 2025 dataset).

Geometry as XYZ:
```
62
Properties=species:S:1:pos:R:3:forces:R:3:mulliken_spin:R:1
Pd 1.676566 0.443926 -0.503577 0.769 -0.662 0.712 0.772
O 3.459927 -0.893753 -0.430564 -0.188 0.313 -0.561 0.025
S 3.222082 -1.339817 0.961950 -0.011 -0.326 0.093 -0.028
O 4.379406 -1.564946 1.757658 -0.066 0.090 0.069 0.019
O 2.168535 -0.444379 1.523949 0.103 0.009 -0.035 0.155
C 2.377110 -2.878571 0.745090 0.186 0.064 0.060 0.013
C 2.971887 -4.054671 1.156410 0.040 -0.059 0.092 0.000
C 2.328014 -5.262238 0.922099 -0.038 0.039 -0.030 0.000
C 1.107662 -5.279369 0.264283 0.003 -0.033 0.005 0.000
C 0.524836 -4.095176 -0.164182 -0.070 -0.006 -0.010 0.002
C 1.154877 -2.879255 0.085116 -0.072 0.038 -0.107 -0.017
P 0.302939 -1.380442 -0.473708 -0.234 0.221 -0.333 -0.039
C -0.344579 -1.795527 -2.092225 0.290 -0.035 0.155 -0.003
C -1.692577 -1.718274 -2.424921 -0.080 0.039 -0.029 0.000
C -2.100658 -2.091069 -3.694910 0.018 -0.013 -0.043 0.000
C -1.171008 -2.533798 -4.626130 0.017 0.024 0.082 -0.001
C 0.173177 -2.625145 -4.286040 -0.004 0.006 -0.023 0.000
C 0.590382 -2.260940 -3.020498 -0.014 0.026 -0.038 0.000
C -1.009876 -1.004471 0.671991 0.085 0.084 -0.111 -0.010
C -1.936976 -0.018626 0.321958 0.026 0.036 -0.025 0.004
C -2.969704 0.279728 1.192325 -0.031 0.026 0.061 0.000
C -3.058607 -0.375138 2.417111 0.050 0.013 -0.081 0.000
C -2.113086 -1.326794 2.775208 -0.022 0.002 0.038 0.000
C -1.081592 -1.643940 1.906072 -0.003 -0.024 0.020 0.002
H 3.930790 -4.010121 1.655238 -0.014 -0.002 -0.008 0.000
H 2.786066 -6.187341 1.244847 -0.006 -0.002 -0.002 0.000
H 0.605184 -6.217511 0.070510 0.007 0.001 0.006 0.000
H -0.418678 -4.121969 -0.695016 0.005 0.011 0.001 0.000
H -2.424796 -1.380767 -1.706525 -0.002 -0.006 -0.002 0.000
H -3.148184 -2.027767 -3.956734 0.008 -0.002 -0.010 0.000
H -1.494035 -2.807110 -5.621718 -0.002 0.000 0.001 0.000
H 0.900214 -2.963946 -5.011236 -0.014 -0.002 -0.005 0.000
H 1.639393 -2.325516 -2.757467 0.004 0.038 -0.015 0.001
H -1.830733 0.520710 -0.613205 -0.011 0.011 0.043 0.003
H -3.692597 1.039382 0.925907 -0.005 0.005 0.013 0.000
H -3.863816 -0.131325 3.097422 -0.002 -0.002 0.006 0.000
H -2.176244 -1.823447 3.734076 -0.004 0.006 0.000 0.000
H -0.338508 -2.379556 2.187001 -0.025 0.008 -0.001 0.001
F -3.579720 3.755752 1.689085 0.028 0.013 0.012 0.000
C -2.382748 4.260517 2.021521 -0.089 -0.049 -0.032 0.000
C -1.286298 3.506158 1.970761 -0.029 -0.013 0.031 -0.001
N -0.040679 3.999942 2.296116 0.033 -0.021 0.080 0.000
C 1.110461 3.108156 2.356063 -0.090 0.000 -0.160 0.004
C 1.390083 2.339858 1.081520 0.042 0.356 0.054 -0.004
O 2.540371 2.287397 0.642675 -0.045 -0.356 -0.385 -0.002
O 0.440609 1.658407 0.520469 -0.397 0.190 0.166 0.086
C 0.122008 5.298221 2.766926 0.042 -0.132 -0.126 0.000
O 1.181369 5.739960 3.146110 -0.015 0.040 0.009 0.000
N -1.037422 6.048133 2.759394 -0.022 0.047 0.028 0.000
C -2.336516 5.656638 2.432760 0.052 0.031 -0.007 0.000
O -3.272271 6.414085 2.503791 -0.003 0.011 0.012 0.000
H -1.321864 2.475755 1.653022 -0.012 -0.036 -0.007 -0.001
H 0.980892 2.369688 3.152775 0.018 -0.002 0.020 0.001
H 1.992910 3.703270 2.562868 -0.048 0.076 0.085 0.000
H -0.924416 7.000982 3.075850 -0.023 0.008 0.001 0.000
F -0.210064 1.294725 -2.293327 -0.135 -0.066 0.096 0.004
As 0.989869 1.748103 -3.508076 0.110 0.073 0.065 -0.001
F 1.870152 0.283079 -2.972710 0.037 -0.050 0.141 0.013
F 0.143002 0.800107 -4.662688 -0.058 -0.124 -0.032 0.000
F 2.227081 2.102058 -4.630623 0.083 -0.016 0.022 0.000
F 0.108005 3.159228 -3.884267 -0.044 0.075 0.025 0.000
F 1.862390 2.548749 -2.217580 -0.128 0.010 -0.083 0.004
```
Forces are in eV/Å.

Results
HOMO (spin up / spin down) = -9.282 / -9.284 eV
LUMO level (spin up / spin down) = -3.186 / -3.058 eV
Spin multiplicity = 2
Largest force on an atom = 1.24 eV/A
Gap between HOMO and LUMO (spin up / spin down) = 6.10 / 6.23 eV
Energy relative to the best compared isomer or geometry (same formula, charge and spin) = 17.2 kcal/mol
⟨S²⟩ = 0.7567
Charge = 0

=====

Q: The highest largest force on an atom belongs to which entry?
A: C33H80O21S3